# 1
Entry from OMol25: a structure of composition C12H36KO12 (wB97M-V/def2-TZVPD).

```
61
Properties=species:S:1:pos:R:3:forces:R:3
K -0.3624 -0.1528 -0.1796 -0.06 -0.23 -0.04
C -1.6356 3.0567 -1.7348 0.49 0.66 0.58
C -0.1228 2.7735 -1.9633 -0.14 0.41 0.78
O 0.1781 1.4868 -2.4737 -0.69 -0.20 0.07
O -2.2337 2.4896 -0.5293 1.05 -0.49 -0.95
H -2.2352 2.7657 -2.5973 0.15 -0.11 -0.22
H -1.7666 4.1256 -1.5662 0.34 0.26 -0.59
H 0.4490 2.8980 -1.0437 -0.32 -0.36 0.44
H 0.4087 3.4820 -2.5986 -0.84 0.54 -0.36
H -0.2571 1.4352 -3.3279 0.02 -0.36 -0.26
H -3.1604 2.6997 -0.6660 -0.27 -0.15 0.43
C 2.4837 -1.9011 1.6916 0.90 -0.23 0.00
C 3.2404 -3.1575 2.1469 -0.13 -1.76 -0.06
O 4.2568 -3.7102 1.2746 -0.90 1.49 -0.52
O 1.6068 -2.1044 0.5807 -0.08 -0.21 0.59
H 3.1954 -1.1266 1.4061 0.24 0.25 0.09
H 1.9066 -1.5041 2.5267 -0.11 -0.19 -0.06
H 2.5291 -3.9823 2.1880 -0.32 0.13 0.38
H 3.7684 -3.1250 3.0999 -0.64 0.84 0.40
H 4.6431 -2.8964 0.9428 0.90 -0.21 -0.46
H 2.1575 -2.4286 -0.1357 -0.02 -0.04 -0.36
C 0.7391 1.1157 2.7047 1.17 0.15 0.77
C -0.0466 2.3021 3.2461 0.32 0.10 -0.16
O 0.8150 3.4322 3.5434 -0.53 -1.00 -0.11
O 1.2336 1.3326 1.3779 -0.57 -0.15 -0.39
H 0.2154 0.1609 2.7499 -0.57 0.27 -0.43
H 1.6136 0.9180 3.3246 0.09 0.29 0.38
H -0.5695 2.0496 4.1685 0.32 -0.10 0.18
H -0.8436 2.4891 2.5264 0.04 0.63 -0.23
H 0.8989 4.0601 2.8221 -0.32 -0.14 -0.20
H 1.8621 2.0582 1.3785 0.09 0.06 0.26
C 3.8358 1.5398 -2.3157 0.42 -1.28 -0.26
C 3.4106 0.3880 -1.4092 -1.43 -1.05 -1.37
O 2.1942 -0.2237 -1.9240 0.39 -0.52 0.52
O 4.2309 1.1613 -3.6474 0.23 0.23 0.91
H 4.7407 1.9330 -1.8524 -0.16 0.61 -0.21
H 2.9879 2.2246 -2.3296 0.22 0.51 -0.02
H 3.2467 0.7000 -0.3777 0.11 0.32 0.10
H 4.0597 -0.4875 -1.4243 0.64 0.46 0.06
H 1.5386 0.4098 -2.2249 0.16 0.55 0.00
H 3.5069 0.9348 -4.2357 -0.33 -0.04 0.40
C -3.9784 -0.4933 -1.8185 -1.48 0.49 -0.52
C -3.0105 -0.7328 -2.9475 0.63 0.76 0.78
O -1.7692 -1.2108 -2.3783 -0.70 -0.32 -0.90
O -4.3534 -1.6336 -1.0623 0.28 0.30 -0.67
H -4.8538 -0.1071 -2.3407 -0.54 -0.15 0.25
H -3.7113 0.3057 -1.1268 0.67 0.14 -0.11
H -2.8096 0.1999 -3.4745 0.04 0.18 0.12
H -3.4227 -1.4026 -3.7023 0.09 -0.34 0.18
H -2.0300 -2.1325 -2.3152 0.83 -0.53 0.46
H -3.5563 -1.8594 -0.5774 0.21 -0.50 0.27
C -2.3896 -2.7836 1.6064 1.11 -0.94 1.25
C -3.0547 -1.6138 2.3404 -1.02 -0.11 -2.03
O -2.2017 -0.5076 2.4736 1.90 0.17 0.49
O -1.9164 -2.6041 0.2823 -0.32 1.41 -0.47
H -2.9413 -3.7236 1.6156 -0.88 0.40 0.27
H -1.5343 -3.0356 2.2333 0.39 0.11 0.17
H -3.4286 -2.0450 3.2690 0.02 0.24 0.16
H -3.8379 -1.1402 1.7485 -0.96 -1.05 -0.01
H -2.6396 0.1852 2.9734 -0.14 -0.04 0.04
H -1.2809 -3.2879 0.0585 0.04 -0.15 0.20
```
Positions in Å, forces in eV/Å.

F_max, eV/A: 2.28
Electronic energy, eV: -53915.42086
E_LUMO, eV: -2.403
Charge: +1
E_HOMO, hartree: -0.46231

***

# 2
Entry from OMol25: a structure of composition C12H36N12O24 (wB97M-V/def2-TZVPD).

```
84
Properties=species:S:1:pos:R:3:forces:R:3
C 2.0536 1.8502 -0.6066 2.39 2.58 -2.71
N 3.4011 1.7324 -1.2032 3.27 1.39 -0.09
O 3.6487 1.1161 -2.2259 -0.86 0.04 0.11
O 4.3148 2.4065 -0.6921 -1.17 -0.40 0.45
H 1.8082 2.8990 -0.7733 1.00 -0.85 -0.23
H 1.9676 1.5523 0.4384 1.77 0.98 -2.48
H 1.4612 1.1516 -1.1976 1.30 4.02 -0.91
C -2.2575 1.2372 -0.0922 0.57 1.19 0.23
N -2.3300 2.5215 0.6347 -2.86 -0.24 0.67
O -3.3475 2.7311 1.3268 2.41 0.40 -1.63
O -1.3704 3.2944 0.4910 -2.78 -0.60 1.07
H -3.1013 0.5586 0.0325 0.44 0.65 1.20
H -1.2907 0.8200 0.1896 -1.51 1.13 -1.12
H -2.2525 1.3960 -1.1706 -0.14 0.76 2.90
C 3.6406 -0.0260 3.1621 0.33 1.00 1.11
N 2.9124 0.5490 2.0028 1.81 -2.32 0.65
O 2.2428 -0.2509 1.3359 9.47 1.83 3.88
O 3.1053 1.7018 1.6995 3.56 -4.17 0.37
H 4.5638 -0.4519 2.7691 -0.29 -0.28 -0.13
H 3.0566 -0.7117 3.7760 -0.13 -0.15 -0.63
H 3.9487 0.8010 3.8017 -0.08 0.08 -0.08
C 0.5496 0.0935 0.4848 -7.52 -3.82 -1.61
N -0.4742 -0.7059 -0.2357 1.62 2.24 2.25
O -0.4777 -0.6966 -1.4537 1.04 -1.62 3.48
O -1.2192 -1.4196 0.4467 1.39 3.96 -0.41
H 1.0754 0.7983 -0.1593 -3.32 -2.02 2.99
H 1.2251 -0.6960 0.8142 -4.85 -0.13 -1.50
H 0.0136 0.5614 1.3105 -1.07 -3.62 -2.11
C -0.3041 -2.8922 -1.5887 0.26 -1.64 -6.12
N -1.3547 -3.7519 -2.1587 0.04 -1.10 -1.31
O -1.5153 -4.8462 -1.6281 0.19 0.09 -1.95
O -2.0568 -3.2990 -3.0714 1.25 -0.59 0.61
H -0.8112 -2.0032 -1.2139 1.12 -3.38 -2.23
H 0.4574 -2.7452 -2.3546 -0.98 0.57 -0.80
H 0.2574 -3.4627 -0.8489 1.12 1.46 -3.94
C 2.1194 3.3267 2.4975 -1.33 2.17 0.20
N 1.1186 2.7635 1.5671 -1.50 3.39 -0.17
O 0.7429 3.4302 0.6011 2.10 -0.77 5.14
O 0.7864 1.5945 1.7322 0.64 7.07 4.03
H 2.1226 2.5999 3.3098 0.52 0.78 0.13
H 1.8161 4.3284 2.8022 -0.32 -0.07 -0.03
H 2.9762 3.3478 1.8241 0.02 1.52 1.18
C -1.6132 0.3094 -3.2452 -0.03 -2.73 -2.98
N -2.9670 0.6725 -2.9403 -4.50 -0.65 -3.37
O -3.3546 0.6787 -1.7870 -3.43 -2.97 -4.37
O -3.6800 0.9888 -3.9377 1.35 -0.40 2.36
H -1.7825 -0.4554 -4.0033 0.61 -0.24 -0.19
H -1.1402 -0.1143 -2.3594 -2.02 1.21 -2.58
H -1.0129 1.1500 -3.5934 -0.43 -1.19 -1.34
C -2.6711 -2.9934 -0.3120 -3.67 -1.92 -0.55
N -3.7986 -3.0256 -1.3722 -0.48 3.49 1.31
O -4.3598 -4.0308 -1.6878 0.01 -0.28 -0.11
O -4.1622 -1.8483 -1.6909 0.65 -2.71 0.21
H -2.3844 -4.0214 -0.0907 -0.83 0.57 -0.16
H -3.1435 -2.5761 0.5773 -0.20 0.21 -0.51
H -1.8083 -2.3954 -0.6057 -3.49 -1.57 -0.08
C -0.5648 0.5628 3.8241 -0.34 0.25 0.17
N -1.7279 0.9281 2.9788 -1.87 1.93 0.76
O -2.6447 1.5265 3.6001 2.16 -1.75 -1.60
O -1.7286 0.6710 1.7731 -0.69 -1.18 6.89
H 0.2810 0.2161 3.2303 -0.64 -0.58 0.32
H -1.0924 -0.1212 4.4889 0.95 -0.24 0.36
H -0.2329 1.4738 4.3221 -0.35 -0.13 0.26
C 2.6160 -1.9900 -2.3725 -1.11 -1.04 -0.72
N 1.9226 -1.3923 -1.2152 3.12 0.78 -0.15
O 1.9503 -0.1665 -1.1107 2.64 -7.69 -3.33
O 1.5085 -2.1345 -0.3649 1.74 -0.30 -0.63
H 3.6893 -1.8187 -2.4540 -0.31 0.74 0.35
H 2.0106 -1.6138 -3.1972 0.67 0.02 -0.42
H 2.4351 -3.0591 -2.2609 0.17 0.08 -0.19
C -0.2279 3.6280 -1.6991 -0.47 0.31 -0.50
N -0.7395 2.2384 -1.8577 0.40 2.75 -0.61
O -1.8483 2.1535 -2.3988 4.25 6.24 1.68
O -0.1107 1.2933 -1.4238 -2.78 4.53 -2.61
H 0.5282 3.6501 -0.9142 -0.58 0.28 -2.29
H -1.0578 4.1318 -1.2035 0.09 0.38 -0.99
H -0.0075 3.9706 -2.7101 0.17 0.19 0.23
C 0.3662 -2.4136 1.9382 0.24 -0.25 1.80
N -0.5808 -3.3105 1.2152 1.98 -0.89 2.89
O -0.1948 -3.7877 0.1505 -1.69 -4.89 10.20
O -1.6024 -3.5742 1.8350 0.49 -0.12 -0.38
H -0.2072 -1.5479 2.2696 0.25 -0.35 -0.29
H 1.2549 -2.1535 1.3631 -0.96 -0.81 0.88
H 0.6611 -2.9034 2.8662 -0.04 -0.60 -0.14
```
Positions in Å, forces in eV/Å.

F_max, eV/A: 11.44
Electronic energy, eV: -79974.92691
E_LUMO, eV: -2.249
Charge: 0
E_HOMO, hartree: -0.33048

***

# 3
Entry from OMol25: a cluster of 5 separate species, C12H36N2O5 in total (wB97M-V/def2-TZVPD).

```
55
Properties=species:S:1:pos:R:3:forces:R:3
O -3.9472 0.8952 -6.4764 -0.11 0.19 0.14
H -3.1164 0.4462 -6.3201 0.23 -0.08 0.08
H -4.3000 0.4800 -7.2635 -0.13 -0.08 -0.20
C -2.5740 0.1415 0.4966 -1.38 -0.86 -0.96
C -4.0280 0.4035 1.0855 2.75 0.28 0.83
O -4.1383 1.7937 1.1660 -0.96 1.10 -0.19
H -2.2724 -0.8825 0.7169 0.35 0.10 0.17
H -1.8311 0.8925 0.7650 -0.35 -0.15 0.99
H -2.5145 0.2316 -0.5880 -0.54 -0.18 -0.32
H -3.9446 0.0951 2.1277 -0.30 -0.28 0.06
H -4.9342 -0.0426 0.6758 0.44 -0.36 -0.56
H -4.3833 2.0942 0.2878 -0.01 0.35 -0.02
C -4.9110 6.1861 -5.1046 0.60 1.47 -1.25
C -6.2560 5.5457 -4.9905 0.69 -0.62 0.38
O -6.1204 4.5347 -4.0649 -0.59 -1.87 2.41
H -4.9257 6.6899 -6.0710 0.50 0.54 0.00
H -4.0047 5.5815 -5.0722 -0.46 -0.74 -0.23
H -4.7299 6.9060 -4.3064 -0.33 0.19 -0.05
H -6.6450 5.0248 -5.8654 -0.08 1.00 -0.70
H -6.9389 6.2704 -4.5471 -0.35 -0.09 -0.46
H -5.6840 3.7728 -4.4529 0.05 0.09 -0.10
C 6.9229 -1.1756 -3.6608 -1.53 -0.75 -0.93
C 6.9830 -2.5770 -4.2901 -0.01 -0.49 1.58
C 5.7560 -3.4888 -4.1880 0.54 -0.21 0.87
O 5.5281 -3.8413 -2.8005 0.53 0.85 -1.08
C 4.1947 -4.0982 -2.4721 -0.15 -1.43 -0.82
N 7.3924 -2.4793 -5.6559 0.50 0.48 -1.47
H 6.0015 -0.7428 -4.0503 -0.10 0.31 -0.27
H 7.7256 -0.5757 -4.0896 0.20 0.08 0.75
H 6.7326 -1.1722 -2.5875 0.86 -0.05 0.02
H 7.8107 -3.1569 -3.8817 -0.25 -0.10 1.36
H 6.0723 -4.3606 -4.7607 -0.21 -0.60 0.14
H 4.8498 -3.1569 -4.6947 -0.10 0.62 0.23
H 3.4953 -3.2981 -2.7143 0.15 0.56 0.78
H 4.1999 -4.5556 -1.4827 -0.30 0.85 0.28
H 3.8035 -4.9083 -3.0876 0.01 -0.44 -0.38
H 8.3403 -2.1522 -5.5354 0.30 0.74 -0.65
H 7.6063 -3.4164 -5.9658 -0.42 -0.44 -0.41
C 1.1567 -0.1866 7.7372 -0.53 0.37 -0.12
C 0.0951 -1.2547 7.5743 1.37 -0.64 -0.21
C -1.2603 -0.7444 7.1019 -0.25 -0.58 -0.37
O -1.8118 0.1590 7.9988 0.22 0.66 1.55
C -2.7760 1.0319 7.4611 0.32 -0.37 -0.71
N 0.7114 -2.2882 6.6488 -1.38 0.99 0.46
H 1.3635 0.2997 6.7839 0.29 -0.10 -0.13
H 2.0303 -0.7050 8.1324 0.14 0.46 -0.08
H 0.7929 0.5981 8.4006 0.19 -0.06 0.22
H 0.0889 -1.7208 8.5596 -0.84 -0.18 0.01
H -1.9405 -1.5780 6.9271 -0.25 -0.53 0.32
H -1.2267 -0.3105 6.1026 0.66 0.45 -0.31
H -2.3005 1.5504 6.6285 -0.30 0.13 -0.41
H -3.1200 1.8090 8.1437 0.26 -0.44 0.45
H -3.6191 0.4274 7.1267 -0.33 0.26 -0.24
H 0.0997 -3.0919 6.6518 -0.08 -0.50 0.24
H 0.5013 -1.8999 5.7404 0.49 0.08 -0.68
```
Positions in Å, forces in eV/Å.

F_max, eV/A: 3.11
Electronic energy, eV: -26241.68860
E_LUMO, eV: 0.505
Charge: 0
E_HOMO, hartree: -0.35031

***

# 4
Entry from OMol25: a cluster of 6 separate species, C12H36N6O6 in total (wB97M-V/def2-TZVPD).

```
60
Properties=species:S:1:pos:R:3:forces:R:3
C 3.7563 -1.9844 1.0512 -0.68 0.36 0.56
C 3.2287 -0.5408 1.5109 1.29 -1.46 -2.24
C 4.1706 0.0594 2.5457 -0.33 0.29 -0.34
O 3.1193 0.2889 0.3165 1.09 -0.25 1.43
H 4.7880 -2.1260 0.7292 0.20 0.80 0.20
H 3.1672 -2.3941 0.2307 -0.34 0.34 -0.01
H 3.6052 -2.6746 1.8812 0.03 -0.07 0.20
H 2.2098 -0.7551 1.8335 0.03 0.37 0.59
H 4.0833 -0.5755 3.4274 0.39 0.21 0.14
H 4.0044 1.1065 2.7992 -0.81 -0.06 0.16
H 5.1946 0.1287 2.1789 0.09 -0.72 -0.11
H 2.2948 0.0135 -0.0909 -0.49 -0.51 -0.47
C 2.2308 -0.5171 -2.7294 -1.93 0.14 1.15
C 0.8086 -0.4149 -2.0252 -0.12 -0.31 -1.34
C -0.3059 -1.2112 -2.6730 0.23 -0.81 -0.61
O 0.8861 -0.9373 -0.7114 0.97 0.06 0.88
H 2.0667 -0.5376 -3.8068 0.24 0.15 0.06
H 2.6831 -1.4513 -2.3964 0.04 -0.03 -0.13
H 2.8504 0.3178 -2.4022 0.06 -0.06 -0.27
H 0.3920 0.5920 -1.9956 0.71 0.51 0.13
H -0.6592 -0.8118 -3.6237 -0.12 0.26 0.12
H -1.1100 -1.3035 -1.9429 -0.33 0.26 -0.25
H 0.0002 -2.2372 -2.8773 0.22 -0.14 0.02
H 0.0807 -0.6891 -0.2516 -0.16 0.19 0.18
C -2.5985 2.0922 2.3532 -0.52 0.02 1.22
C -1.2030 1.6377 2.2246 2.85 0.78 -1.86
C -0.8440 0.3197 2.8174 -0.77 -1.04 1.47
O -0.7893 1.6403 0.8214 -0.47 -0.30 0.51
H -2.7507 3.1551 2.1654 0.16 -0.18 -0.55
H -2.8094 1.9948 3.4182 -0.58 -0.24 0.11
H -3.2486 1.4463 1.7630 -0.28 0.17 0.04
H -0.4989 2.3489 2.6564 -0.19 0.38 0.16
H 0.0648 -0.2033 2.5197 -0.03 0.49 -0.72
H -1.6997 -0.3497 2.7286 0.00 -0.37 -0.06
H -0.6815 0.4527 3.8869 -0.26 0.00 0.27
H -1.5618 1.3321 0.3421 -0.30 0.07 -0.67
C -3.6302 0.3496 -2.1366 -0.22 -0.62 2.29
O -3.3178 0.6825 -1.0342 1.78 1.40 4.20
N -3.7168 1.0757 -3.1580 0.00 5.43 -5.94
N -4.0189 -0.8227 -2.4306 -1.30 -5.19 -1.20
H -4.0186 0.5839 -3.9870 0.16 1.17 -0.13
H -3.7074 2.0856 -3.1492 0.20 -0.34 0.07
H -4.0833 -1.5464 -1.7290 -0.35 -0.66 -0.25
H -4.3557 -0.9208 -3.3777 -0.13 -1.16 0.73
C 2.4421 3.7142 -0.2707 -3.97 3.00 0.51
O 1.9166 4.8408 -0.4325 0.79 -1.48 0.14
N 1.8276 2.6709 0.3125 -1.32 -0.50 1.03
N 3.6276 3.3725 -0.6805 4.10 -1.12 -0.98
H 2.2995 1.7871 0.4404 0.11 0.25 -0.05
H 0.8868 2.6992 0.6787 0.15 0.49 -0.47
H 4.3235 4.0288 -1.0047 -0.51 0.09 0.19
H 3.9649 2.5582 -0.1873 0.53 -0.01 -0.51
C -3.6137 -3.0496 0.1422 1.91 2.50 -0.72
O -4.2617 -3.0133 -0.8501 -3.27 -0.33 -2.74
N -2.9648 -1.9272 0.5573 0.26 -0.65 1.27
N -3.2516 -4.1449 0.7547 0.84 -1.98 2.13
H -2.9898 -1.0964 -0.0164 0.10 0.42 0.28
H -2.3417 -2.1006 1.3330 0.01 1.09 -0.17
H -3.6289 -5.0308 0.4499 0.45 0.21 0.02
H -2.3128 -4.0086 1.1013 -0.20 -1.32 0.32
```
Positions in Å, forces in eV/Å.

F_max, eV/A: 8.05
Electronic energy, eV: -34254.57127
E_LUMO, eV: 0.290
Charge: 0
E_HOMO, hartree: -0.31767